Record 1
A 2-piece molecular cluster, CH2ClN3S overall in a non-equilibrium geometry, computed with the ωB97M-V functional and the def2-TZVPD basis.

Structure (ORCA input):
```
! wB97M-V def2-TZVPD RIJCOSX def2/J DEFGRID3
* xyz 0 1
H 0.4605 -2.2590 0.7175
N 0.9119 -2.1851 -0.1408
N 0.2991 -1.9312 -1.1574
N -0.9856 -1.6201 -1.1922
C -1.9677 -1.3403 -1.7800
S -3.2569 -0.8043 -2.5721
Cl -0.5253 1.9166 -1.0347
H 0.6724 2.0776 -0.5350
*
```

M: 123.6 g/mol
relative energy (zero: lowest compared OMol25 entry of this formula, charge and spin): 5.7 kcal/mol
HOMO: -9.36 eV
SMILES: [H]/N=N\N=C=S.Cl
strongest force on any atom: 2.9 eV/Å
orbital gap: 8.8 eV


Record 2
The molecule CH2ClNO in a non-equilibrium geometry, computed with the ωB97M-V functional and the def2-TZVPD basis.

Structure (ORCA input):
```
! wB97M-V def2-TZVPD RIJCOSX def2/J DEFGRID3
* xyz 0 1
Cl 1.9539 0.6287 0.1820
N 0.6075 -0.3114 -0.5863
C -0.6272 0.0357 -0.0188
O 0.0618 -1.1230 0.3642
H -0.4806 0.7473 0.8252
H -1.5154 0.0227 -0.7663
*
```

M: 79.5 g/mol
relative energy (zero: lowest compared OMol25 entry of this formula, charge and spin): 94.7 kcal/mol
HOMO: -10.40 eV
SMILES: ClN1CO1
strongest force on any atom: 2.7 eV/Å
orbital gap: 10.9 eV


Record 3
The molecule CH2ClNO in a non-equilibrium geometry, computed with the ωB97M-V functional and the def2-TZVPD basis.

Structure (ORCA input):
```
! wB97M-V def2-TZVPD RIJCOSX def2/J DEFGRID3
* xyz 0 3
C -0.6005 0.1754 0.1208
N 0.7978 -0.2103 0.4412
O 0.5101 1.0360 -0.0158
Cl 1.4916 -1.4051 -0.8106
H -0.9827 -0.0220 -0.8189
H -1.2163 0.4259 1.0833
*
```

M: 79.5 g/mol
relative energy (zero: lowest compared OMol25 entry of this formula, charge and spin): 77.2 kcal/mol
HOMO (spin up / spin down): -6.88 / -10.70 eV
strongest force on any atom: 5.7 eV/Å
orbital gap (spin up / spin down): 7.8 / 7.6 eV


Record 4
A 2-piece molecular cluster, CH2ClNO2 overall in a non-equilibrium geometry, computed with the ωB97M-V functional and the def2-TZVPD basis.

Structure (ORCA input):
```
! wB97M-V def2-TZVPD RIJCOSX def2/J DEFGRID3
* xyz 0 3
C -0.4423 -0.6525 -1.0490
N 0.2694 0.7358 1.1565
O 1.4571 0.7650 0.8906
O -0.4888 1.1781 1.9891
Cl 1.2139 -0.5105 -1.2328
H -0.8701 -1.5872 -0.6748
H -1.1392 0.0713 -1.0796
*
```

M: 95.5 g/mol
relative energy (zero: lowest compared OMol25 entry of this formula, charge and spin): 60.2 kcal/mol
HOMO (spin up / spin down): -8.03 / -10.98 eV
strongest force on any atom: 3.9 eV/Å
orbital gap (spin up / spin down): 7.8 / 9.0 eV


Record 5
The molecule CH2ClNOS in a non-equilibrium geometry, computed with the ωB97M-V functional and the def2-TZVPD basis.

Structure (ORCA input):
```
! wB97M-V def2-TZVPD RIJCOSX def2/J DEFGRID3
* xyz 0 1
O -2.2143 -1.6418 0.6585
C -2.1997 -0.5587 0.1924
Cl -3.3932 0.4432 -0.2651
N -0.7696 -0.0137 -0.6566
S 0.4243 -1.1365 -0.5512
H -0.5096 0.9118 -0.4034
H -0.4319 -2.0887 -0.0614
*
```

M: 111.6 g/mol
relative energy (zero: lowest compared OMol25 entry of this formula, charge and spin): 38.3 kcal/mol
HOMO: -8.11 eV
SMILES: O=C(Cl)NS
strongest force on any atom: 5.6 eV/Å
orbital gap: 8.3 eV


Record 6
The molecule CH2ClNOS in a non-equilibrium geometry, computed with the ωB97M-V functional and the def2-TZVPD basis.

Structure (ORCA input):
```
! wB97M-V def2-TZVPD RIJCOSX def2/J DEFGRID3
* xyz 0 1
C -0.3988 0.3169 0.0230
N -1.6062 -0.5169 0.1047
O -3.9911 -0.8117 0.1108
S -2.9764 0.1608 -0.1225
Cl -0.4736 2.0971 0.0364
H 0.2701 0.0277 -0.8234
H 0.4213 0.1568 0.8859
*
```

M: 111.6 g/mol
relative energy (zero: lowest compared OMol25 entry of this formula, charge and spin): 31.3 kcal/mol
HOMO: -10.55 eV
strongest force on any atom: 3.5 eV/Å
orbital gap: 9.7 eV


Record 7
An isolated ion of composition CH2ClO3S and charge -1 in a non-equilibrium geometry, computed with the ωB97M-V functional and the def2-TZVPD basis.

Structure (ORCA input):
```
! wB97M-V def2-TZVPD RIJCOSX def2/J DEFGRID3
* xyz -1 1
C 0.1460 -0.2187 1.1519
O -1.3162 1.0141 -1.1933
O -0.3994 -0.6132 -2.7681
O 0.3747 -0.7529 -0.2701
S -0.0743 0.3890 -1.6820
Cl 1.6312 0.5561 1.7728
H -0.4777 0.7138 1.1139
H 0.1156 -1.0882 1.8747
*
```

M: 129.5 g/mol
relative energy (zero: lowest compared OMol25 entry of this formula, charge and spin): 16.4 kcal/mol
HOMO: -4.45 eV
strongest force on any atom: 3.8 eV/Å
orbital gap: 8.0 eV


Record 8
A 2-piece molecular cluster, CH2ClO3S overall, computed with the ωB97M-V functional and the def2-TZVPD basis.

Structure (ORCA input):
```
! wB97M-V def2-TZVPD RIJCOSX def2/J DEFGRID3
* xyz -1 1
C -2.0393 -0.2661 -0.1084
O 2.5329 0.5620 -1.1725
O 2.6981 -1.1455 0.6191
O 0.7070 0.3412 0.5044
S 2.1399 0.1534 0.1908
Cl -3.0819 1.0693 0.1431
H -1.4125 -0.1370 -0.9735
H -1.5442 -0.5773 0.7970
*
```

M: 129.5 g/mol
relative energy (zero: lowest compared OMol25 entry of this formula, charge and spin): 54.5 kcal/mol
HOMO (spin up / spin down): -3.50 / -5.27 eV
strongest force on any atom: 0.7 eV/Å
orbital gap (spin up / spin down): 6.5 / 8.6 eV


Record 9
A 2-piece molecular cluster, CH2ClOP overall in a non-equilibrium geometry, computed with the ωB97M-V functional and the def2-TZVPD basis.

Structure (ORCA input):
```
! wB97M-V def2-TZVPD RIJCOSX def2/J DEFGRID3
* xyz 0 1
C 1.1966 -0.1307 -1.1928
O 2.1420 -0.3572 -0.5463
P -0.9228 1.1042 1.4982
Cl 0.2121 -1.2854 -1.9360
H -1.3329 -0.1328 2.0854
H -1.2949 0.8020 0.0915
*
```

M: 96.5 g/mol
relative energy (zero: lowest compared OMol25 entry of this formula, charge and spin): 72.7 kcal/mol
HOMO (spin up / spin down): -9.46 / -9.13 eV
strongest force on any atom: 1.6 eV/Å
orbital gap (spin up / spin down): 8.0 / 7.8 eV


Record 10
The molecule CH2ClOP in a non-equilibrium geometry, computed with the ωB97M-V functional and the def2-TZVPD basis.

Structure (ORCA input):
```
! wB97M-V def2-TZVPD RIJCOSX def2/J DEFGRID3
* xyz 0 1
O -1.0182 -1.5032 -0.2556
C -0.7446 -0.1553 0.0058
P 0.9025 0.3430 0.6934
Cl -1.7867 1.0966 -0.0936
H 1.3195 1.0405 -0.2945
H 1.3274 -0.8217 -0.0553
*
```

M: 96.5 g/mol
relative energy (zero: lowest compared OMol25 entry of this formula, charge and spin): 46.2 kcal/mol
HOMO: -10.26 eV
SMILES: O=C(P)Cl
strongest force on any atom: 9.2 eV/Å
orbital gap: 9.9 eV


Record 11
A 2-piece molecular cluster, CH2ClOP overall in a non-equilibrium geometry, computed with the ωB97M-V functional and the def2-TZVPD basis.

Structure (ORCA input):
```
! wB97M-V def2-TZVPD RIJCOSX def2/J DEFGRID3
* xyz 0 1
C 0.4732 0.5456 0.3270
O 1.1409 -0.2042 0.9937
P -0.1314 0.0250 -1.3221
Cl -2.3271 -0.8568 0.3904
H 0.1734 1.5296 0.8026
H 0.6710 -1.0392 -1.1915
*
```

M: 96.5 g/mol
relative energy (zero: lowest compared OMol25 entry of this formula, charge and spin): 55.9 kcal/mol
HOMO (spin up / spin down): -10.40 / -10.40 eV
strongest force on any atom: 3.4 eV/Å
orbital gap (spin up / spin down): 7.1 / 7.1 eV


Record 12
A 2-piece molecular cluster, CH2ClPS overall in a non-equilibrium geometry, computed with the ωB97M-V functional and the def2-TZVPD basis.

Structure (ORCA input):
```
! wB97M-V def2-TZVPD RIJCOSX def2/J DEFGRID3
* xyz 0 1
C 0.5353 0.0376 0.0827
P 2.2120 0.6384 -0.0298
S 1.7638 -1.3018 0.5542
Cl 1.0533 1.9176 2.9694
H -0.1088 0.3663 0.9574
H -0.0111 -0.2017 -0.7301
*
```

M: 112.5 g/mol
relative energy (zero: lowest compared OMol25 entry of this formula, charge and spin): 62.5 kcal/mol
HOMO (spin up / spin down): -9.87 / -8.58 eV
strongest force on any atom: 4.0 eV/Å
orbital gap (spin up / spin down): 7.4 / 5.3 eV


Question: relative energy (zero: lowest compared OMol25 entry of this formula, charge and spin) of number 10 (CH2ClOP)?
Answer: 46.2 kcal/mol


Question: Among the records above, which one has the highest strongest force on any atom?
Answer: number 10